Record 1
Entry from the OMol25 dataset: a single C4H9ClS2 molecule at a distorted geometry (ωB97M-V/def2-TZVPD).

* LUMO level: 0.34 eV
* max |F|: 6.36 eV/Å
* HOMO-LUMO gap: 0.3200 hartree
* net charge: 0

Each line ends with the Mulliken charge.
Positions of all 16 atoms, in Å:
C -2.1039 -0.8878 -1.1208  -1.148
C -0.8809 -0.4564 -0.3033  0.305
Cl -1.1713 0.1260 1.5931  -0.165
C -0.4582 0.8257 -1.0448  -0.581
S 0.6992 1.9010 -0.3039  -0.219
C 0.3517 -1.4212 -0.4051  -0.600
S 1.9956 -1.0121 0.1352  -0.222
H -1.4947 -0.9465 -2.2312  0.271
H -2.4733 -1.9479 -0.8863  0.277
H -2.8032 -0.1713 -0.9604  0.456
H -1.3778 1.4491 -1.4849  0.287
H -0.0797 0.4782 -2.0789  0.307
H 1.6681 0.8657 0.3529  0.028
H 0.0587 -2.3150 0.1860  0.390
H 0.1747 -1.8643 -1.3807  0.378
H 1.6710 -0.2716 1.3431  0.236

Record 2
Entry from the OMol25 dataset: 2 unconnected molecules or ions with the total composition C3H2BrF2I at a distorted geometry (ωB97M-V/def2-TZVPD).

* LUMO level (spin up / spin down): -0.50 / -0.74 eV
* max |F|: 4.11 eV/Å
* HOMO-LUMO gap (spin up / spin down): 0.2963 / 0.3054 hartree
* net charge: 0

Each line ends with the Mulliken charge.
Positions of all 9 atoms, in Å:
C 1.4699 -0.7689 -0.9248  -0.450
C 0.5612 -0.9567 -0.0648  -0.187
C -1.0364 1.3349 0.7606  0.353
F -0.8987 1.6866 2.0081  -0.164
F -0.8882 2.4403 -0.0257  -0.188
Br -2.5404 0.3874 0.2350  -0.041
I -0.5176 -2.5194 0.7882  0.171
H 1.9024 -1.6491 -1.4643  0.208
H 1.9478 0.0450 -1.3124  0.298

Record 3
Entry from the OMol25 dataset: 2 unconnected molecules or ions with the total composition C4H11N2O (ωB97M-V/def2-TZVPD).

* LUMO level: -8.86 eV
* max |F|: 0.71 eV/Å
* HOMO-LUMO gap: 0.1909 hartree
* net charge: +1

Each line ends with the Mulliken charge.
Positions of all 18 atoms, in Å:
N 3.0758 0.6196 0.3130  -0.536
C 0.9492 -1.7963 0.2641  -0.489
C 0.2184 -0.6203 -0.1302  0.741
N -0.8582 -0.3464 0.6609  -0.196
C -1.6330 0.8490 0.3620  -0.331
C -2.4317 0.7023 -0.9466  -0.989
O 0.5402 0.0274 -1.1106  -0.499
H 2.8727 0.5601 -0.6760  0.259
H 2.7335 -0.2098 0.7917  0.177
H 4.0661 0.7427 0.4738  0.262
H 1.7612 -2.1038 -0.3934  0.384
H 0.7031 -2.3704 1.1520  0.310
H -0.8974 -0.7334 1.5947  0.282
H -0.9135 1.6693 0.2827  0.253
H -2.2897 1.0175 1.2063  0.420
H -2.1783 -0.2228 -1.4586  0.326
H -3.5055 0.6978 -0.7585  0.333
H -2.2130 1.5174 -1.6272  0.292

Record 4
Entry from the OMol25 dataset: a molecular structure, C3H4O4Sn at a distorted geometry (ωB97M-V/def2-TZVPD).

* 2S+1: 2
* LUMO level (spin up / spin down): -6.29 / -7.07 eV
* max |F|: 8.05 eV/Å
* HOMO-LUMO gap (spin up / spin down): 0.2796 / 0.2526 hartree
* net charge: +1

Each line ends with the Mulliken charge.
Positions of all 12 atoms, in Å:
O 1.1999 0.7187 1.1903  -0.342
C 1.9321 0.2094 0.1695  0.967
C -0.2278 0.6242 1.0310  -0.234
O 1.9981 -1.0392 0.1394  -0.648
O 1.5146 0.8077 -0.9090  -0.562
C -0.5178 0.4576 -0.4224  -0.073
H -0.6558 1.5727 1.3814  0.290
H -0.5565 -0.2299 1.6400  0.235
H -0.8954 0.9651 -1.3078  0.387
O -1.5910 -1.0622 -0.7470  -0.628
H -2.1038 -0.8682 -1.5380  0.407
Sn -0.0965 -2.1559 -0.6274  1.201

Record 5
Entry from the OMol25 dataset: a gas-phase ion, C15H27IN2O7PS (charge +1) at a distorted geometry (ωB97M-V/def2-TZVPD).

* LUMO level: -4.82 eV
* max |F|: 2.65 eV/Å
* HOMO-LUMO gap: 0.2721 hartree
* net charge: +1

Each line ends with the Mulliken charge.
Positions of all 54 atoms, in Å:
C 3.2933 -2.9081 -0.0950  -1.175
C 2.8377 -1.5526 -0.7031  -0.346
P 3.0072 -0.2027 0.5844  -0.195
C 3.6159 1.2573 -0.3493  -0.977
C 1.2575 0.0160 1.1803  -1.198
N 0.9726 -0.7592 2.1543  0.189
C -0.4281 -0.6928 2.6275  -0.752
O -0.6670 -0.1155 3.8799  -0.181
N 0.4467 -0.2598 4.7854  0.163
O 0.5625 -1.3479 5.1621  -0.249
C -1.0876 -0.0270 1.4039  0.865
O -2.1766 0.6352 1.9712  -0.664
C -1.6078 -1.2149 0.5454  -1.203
C -2.8296 -0.9304 -0.3210  -0.411
O -3.3464 -2.2323 -0.6600  -0.377
C -3.6418 -2.3479 -2.0036  0.734
C -5.0638 -2.1879 -2.4507  -1.068
O -2.7881 -2.5983 -2.7630  -0.450
C 0.0772 0.8722 0.7535  2.016
C -0.2548 0.9310 -0.7446  -1.648
C 0.4849 1.9948 -1.5823  -0.621
C 0.8564 1.3756 -2.9464  -1.558
I -0.8525 1.1540 -4.2009  0.084
S -0.1068 2.5257 1.5289  1.797
C 1.2822 3.6024 1.1789  -1.139
O -0.1829 2.4357 2.9394  -0.634
O -1.2548 3.1312 0.9428  -0.714
H 4.3198 -3.0863 -0.3927  0.333
H 3.2952 -2.8201 0.9861  0.338
H 2.6493 -3.7271 -0.3855  0.344
H 1.8090 -1.5929 -1.0516  0.126
H 3.4672 -1.3079 -1.5535  0.605
H 3.5636 2.1951 0.1868  0.365
H 4.6705 1.0579 -0.5237  0.472
H 3.1704 1.3137 -1.3353  0.224
H 1.6972 -1.3697 2.5278  0.415
H -0.6772 -1.7421 2.7749  0.634
H -2.6349 1.2022 1.3323  0.633
H -0.8231 -1.5864 -0.1126  -0.066
H -1.8833 -2.0650 1.1537  0.596
H -2.5400 -0.4498 -1.2512  0.339
H -3.6200 -0.4079 0.2082  0.257
H -5.7134 -2.0240 -1.5958  0.335
H -5.1475 -1.3334 -3.1135  0.293
H -5.3766 -3.0776 -2.9763  0.347
H -1.3054 1.1817 -0.7967  0.596
H -0.1083 -0.0202 -1.2389  0.828
H -0.1608 2.8339 -1.8109  0.358
H 1.4222 2.3350 -1.1586  0.147
H 1.3050 0.4023 -2.7679  0.430
H 1.6393 1.9573 -3.4142  0.624
H 2.2164 3.1692 1.5187  0.278
H 1.0781 4.4560 1.8160  0.516
H 1.2819 3.9522 0.1561  0.344

Record 6
Entry from the OMol25 dataset: a molecular structure, C24H41Cl8CsNaO13S at a distorted geometry (ωB97M-V/def2-TZVPD).

* LUMO level: -2.77 eV
* max |F|: 3.71 eV/Å
* HOMO-LUMO gap: 0.2966 hartree
* net charge: +1

Each line ends with the Mulliken charge.
Positions of all 89 atoms, in Å:
C 1.9891 -2.7311 3.9577  0.979
C 2.2259 -2.5157 2.8104  -0.353
C 2.7681 -1.8610 1.6534  0.085
C 1.6420 -1.4262 0.7341  -1.005
C 1.0980 -0.3334 1.6110  0.645
C -0.0797 0.4986 1.1583  -0.734
C -1.3409 0.3199 2.0563  -0.807
O -1.4499 -0.9709 2.6471  -0.428
C -1.7020 -1.9576 1.7070  1.019
C -3.0577 -2.0103 1.1446  -1.386
O -0.8282 -2.6986 1.4080  -0.518
C 2.4441 0.3412 1.8147  0.513
O 2.7292 1.5008 1.7426  -0.856
O 3.3107 -0.6092 2.1123  -0.307
H 1.7816 -2.8557 4.9770  -0.926
H 3.5156 -2.4411 1.1527  0.529
H 2.0718 -0.9868 -0.1647  0.446
H 0.9417 -2.1644 0.4238  0.524
H 0.9078 -0.7203 2.5980  0.223
H -0.2865 0.3211 0.1183  0.451
H 0.2496 1.5234 1.2016  -0.220
H -1.3189 1.0390 2.8541  0.390
H -2.2276 0.5420 1.4855  0.434
H -3.3198 -1.1165 0.6065  0.423
H -3.0714 -2.8300 0.4627  0.411
H -3.7534 -2.2207 1.9389  0.361
Cl 1.9313 -4.8462 6.8552  -0.163
C 0.9388 -3.7714 7.8734  -0.471
C 0.7323 -2.4086 7.2706  -0.411
Cl 2.2305 -1.4289 7.2213  -0.211
H 1.4092 -3.7198 8.8506  0.418
H -0.0334 -4.2503 7.9703  0.311
H 0.0130 -1.8555 7.8704  0.429
H 0.3555 -2.4879 6.2567  0.227
O -1.7767 -6.5069 4.4812  -0.669
Cl -1.1769 -5.3598 3.8752  1.659
O -0.5162 -4.5750 4.9038  -0.591
O -2.1740 -4.5368 3.2382  -0.637
O -0.1815 -5.7855 2.8922  -0.749
O -3.7689 -2.5492 -1.7926  -0.561
C -4.6188 -2.0037 -2.4419  0.822
O -5.9009 -2.2521 -2.1408  -0.367
C -6.9951 -1.5337 -2.7209  -0.400
C -7.4314 -2.1244 -4.0444  -0.976
C -4.2840 -1.1147 -3.6204  -1.039
H -6.7567 -0.4726 -2.8008  0.352
H -7.7948 -1.6225 -1.9897  0.315
H -6.6425 -2.0629 -4.7938  0.274
H -8.3050 -1.5956 -4.4235  0.357
H -7.6867 -3.1753 -3.9184  0.306
H -4.1584 -1.7436 -4.5002  0.267
H -3.3420 -0.6168 -3.4097  0.287
H -5.0292 -0.3529 -3.8334  0.366
C 3.4327 -6.2856 0.7637  -0.598
O 3.4242 -5.1256 1.6236  -0.462
H 3.0505 -5.9920 -0.2059  0.228
H 4.4466 -6.6654 0.6565  0.292
H 2.7837 -7.0732 1.1708  0.312
H 3.7868 -5.3894 2.4694  0.295
Cs 1.6491 3.2896 2.7897  1.016
Na 2.2013 -6.0414 3.0637  0.896
C -0.5535 3.9651 -2.7937  0.493
Cl -2.2375 3.5214 -2.4956  -0.144
Cl -0.3727 5.6994 -2.9429  -0.129
Cl 0.4813 3.3470 -1.4867  -0.149
H -0.2323 3.5114 -3.7201  -0.013
C 1.7488 1.8160 -7.9239  -0.560
C 1.4581 2.9851 -8.8770  -0.603
C 1.0395 4.1854 -8.0157  -0.671
S 1.8612 3.9689 -6.4312  1.082
O 0.8538 3.7643 -5.4124  -0.654
O 2.8712 4.9726 -6.2504  -0.675
C 2.6185 2.3914 -6.8090  -0.708
H 2.2485 0.9936 -8.4311  0.352
H 0.8142 1.4359 -7.5072  0.276
H 2.3596 3.2309 -9.4389  0.301
H 0.6823 2.7353 -9.5970  0.327
H 1.3540 5.1368 -8.4336  0.350
H -0.0317 4.2008 -7.8285  0.368
H 2.6451 1.7843 -5.9078  0.391
H 3.6308 2.5960 -7.1534  0.351
Cl 2.5907 10.8591 3.6697  -0.170
C 3.6153 10.0078 4.8503  -0.444
C 3.5604 8.5157 4.6663  -0.422
Cl 1.9580 7.8502 5.0996  -0.201
H 3.2900 10.2952 5.8454  0.324
H 4.6359 10.3528 4.7001  0.296
H 4.2903 8.0374 5.3158  0.301
H 3.7686 8.2399 3.6370  0.318

| no. | E (eV) |
| --- | --- |
| 1 | -38483.7718 |
| 2 | -86716.2089 |
| 3 | -9343.6416 |
| 4 | -17182.9441 |
| 5 | -61517.8286 |
| 6 | -168134.4689 |